one) Formula: C4H3N3O
Source: OMol25
Level of theory: ωB97M-V with the def2-TZVPD basis set

Computed properties:
**Molecular weight**: 109.09 g mol⁻¹
**E_HOMO**: -8.8903 eV
**LUMO energy**: 0.82 eV
**Gap between HOMO and LUMO**: 0.357 hartree

Cartesian coordinates (Å):
C: 1.897 -0.284 0.066
C: 1.186 0.982 -0.129
C: -0.178 0.543 -0.143
N: -1.579 0.937 0.019
C: -2.127 -0.220 0.039
O: -1.220 -1.347 -0.116
N: -0.073 -0.731 -0.220
N: 1.111 -1.274 0.011
H: 2.931 -0.502 0.306
H: 1.368 2.139 -0.117
H: -3.317 -0.244 0.284

---

two) Formula: C4H3N3O
Source: OMol25
Level of theory: ωB97M-V with the def2-TZVPD basis set

Computed properties:
**Molecular weight**: 109.09 g mol⁻¹
**E_HOMO**: -9.1130 eV
**LUMO energy**: 0.43 eV
**Gap between HOMO and LUMO**: 0.351 hartree

Cartesian coordinates (Å):
C: -1.833 0.004 -0.095
C: -1.099 1.136 0.139
N: 0.241 0.549 0.287
N: 1.348 1.092 -0.157
N: 2.278 0.196 -0.102
C: 1.531 -1.045 0.052
C: 0.242 -0.754 0.249
O: -0.993 -1.207 -0.159
H: -2.754 -0.354 -0.003
H: -1.204 2.231 -0.292
H: 2.243 -1.849 0.081

---

Most stable structure among those shown: one).